No. 1
Computed, not measured: 2 unconnected molecules or ions with the total composition C38H31F6N3 in a non-equilibrium geometry, with ωB97M-V/def2-TZVPD.

Structure (ORCA input):
```
! RIJCOSX wB97M-V def2-TZVPD def2/J DEFGRID3
* xyz 0 1
C -0.596 4.022 -3.024
C -1.534 3.324 -2.089
C -2.662 2.768 -2.724
N -3.574 2.338 -3.334
C -1.646 3.680 -0.706
C -0.694 4.523 -0.061
C -0.863 4.892 1.268
C -1.942 4.398 2.011
C -2.855 3.518 1.417
C -2.717 3.163 0.078
H 0.205 4.573 -2.529
H -0.155 3.277 -3.700
H -1.157 4.720 -3.666
H 0.170 4.885 -0.623
H -0.139 5.567 1.725
H -2.067 4.692 3.053
H -3.685 3.103 1.991
H -3.435 2.476 -0.382
F 5.380 2.484 3.518
C 5.272 2.245 2.185
F 4.105 2.822 1.743
F 6.299 2.903 1.548
C 5.285 0.791 1.818
N 5.101 0.700 0.354
C 6.176 0.114 -0.360
C 6.351 -1.279 -0.350
C 7.481 -1.834 -0.944
C 8.437 -1.004 -1.540
C 8.270 0.385 -1.534
C 7.149 0.948 -0.933
C 3.788 0.606 -0.120
C 3.349 1.479 -1.138
C 2.014 1.526 -1.477
C 1.064 0.625 -0.899
C -0.321 0.753 -1.217
C -1.360 -0.066 -0.682
C -2.557 -0.220 -1.438
C -3.622 -0.957 -0.975
C -3.471 -1.757 0.173
N -4.500 -2.591 0.580
C -5.875 -2.081 0.510
C -6.137 -1.350 1.796
F -7.370 -0.794 1.893
F -5.965 -2.211 2.857
F -5.204 -0.348 1.959
C -4.342 -3.990 0.660
C -3.780 -4.571 1.806
C -3.735 -5.959 1.919
C -4.204 -6.765 0.876
C -4.758 -6.184 -0.271
C -4.867 -4.801 -0.363
C -2.267 -1.700 0.900
C -1.307 -0.765 0.566
C 1.602 -0.402 -0.059
C 2.894 -0.329 0.425
H 6.260 0.370 2.072
H 4.459 0.292 2.335
H 5.586 -1.895 0.129
H 7.612 -2.917 -0.936
H 9.319 -1.442 -2.009
H 9.012 1.038 -1.991
H 6.985 2.025 -0.885
H 4.085 2.145 -1.586
H 1.663 2.257 -2.205
H -0.557 1.355 -2.092
H -2.629 0.244 -2.419
H -4.562 -0.984 -1.525
H -5.992 -1.379 -0.318
H -6.558 -2.930 0.446
H -3.422 -3.910 2.598
H -3.330 -6.404 2.829
H -4.142 -7.851 0.957
H -5.113 -6.804 -1.094
H -5.326 -4.314 -1.227
H -2.143 -2.366 1.753
H -0.483 -0.594 1.255
H 1.001 -1.263 0.222
H 3.247 -1.015 1.199
*
```

The value obtained for the LUMO energy is -2.10 eV. The HOMO energy comes out at -5.88 eV.

No. 2
Computed, not measured: a molecular structure, C38H31N5O5PS2Tb in a non-equilibrium geometry, with ωB97M-V/def2-TZVPD.

Structure (ORCA input):
```
! RIJCOSX wB97M-V def2-TZVPD def2/J DEFGRID3
* xyz 0 7
Tb -0.658 -0.291 0.268
O -1.259 1.856 0.874
N -0.462 2.838 0.697
N 0.641 2.588 0.109
O 0.992 1.391 -0.320
C 1.531 3.665 -0.056
C 2.830 3.439 -0.494
C 3.709 4.503 -0.603
C 3.305 5.787 -0.279
C 2.004 6.007 0.152
C 1.115 4.957 0.260
H 3.145 2.433 -0.723
H 4.720 4.323 -0.936
H 3.999 6.612 -0.360
H 1.682 7.005 0.408
H 0.105 5.112 0.601
O -1.610 -2.046 -0.804
S -2.816 -1.310 -1.244
O -4.048 -1.969 -0.921
O -2.698 0.075 -0.774
C -2.744 -1.092 -3.028
C -3.760 -1.607 -3.806
C -3.899 -1.188 -5.121
C -3.079 -0.181 -5.606
C -2.081 0.354 -4.811
C -1.855 -0.146 -3.530
P -0.459 0.434 -2.471
C -0.774 2.227 -2.749
C -1.948 2.736 -2.192
C -2.315 4.049 -2.421
C -1.505 4.875 -3.186
C -0.317 4.385 -3.702
C 0.051 3.065 -3.492
C 1.005 0.134 -3.553
C 2.237 0.172 -2.899
C 3.412 -0.060 -3.592
C 3.376 -0.356 -4.945
C 2.154 -0.436 -5.590
C 0.976 -0.204 -4.900
H -4.437 -2.315 -3.356
H -4.674 -1.605 -5.744
H -3.230 0.204 -6.605
H -1.497 1.194 -5.161
H -2.570 2.092 -1.583
H -3.245 4.418 -2.015
H -1.804 5.895 -3.387
H 0.317 5.028 -4.296
H 0.972 2.685 -3.912
H 2.254 0.375 -1.837
H 4.362 -0.031 -3.079
H 4.290 -0.530 -5.495
H 2.113 -0.680 -6.641
H 0.039 -0.302 -5.424
S 0.382 -0.495 5.109
C 1.902 -0.414 4.333
C 1.793 -0.397 2.974
C 0.462 -0.472 2.456
C -0.412 -0.502 3.525
C -1.851 -0.435 3.451
C -2.647 -0.267 4.593
C -4.008 -0.096 4.458
C -4.556 -0.111 3.182
C -3.714 -0.333 2.105
N -2.399 -0.492 2.216
H 2.794 -0.382 4.932
H 2.671 -0.302 2.351
H -2.179 -0.256 5.566
H -4.631 0.055 5.329
H -5.612 0.041 3.028
H -4.114 -0.388 1.100
N 0.357 -2.567 -2.678
C 1.361 -2.853 -1.793
C 2.402 -3.722 -2.160
C 3.367 -4.043 -1.234
C 3.268 -3.501 0.043
C 2.239 -2.616 0.301
N 1.308 -2.263 -0.589
H 0.277 -3.205 -3.456
H -0.517 -2.335 -2.214
H 2.424 -4.138 -3.156
H 4.170 -4.720 -1.485
H 3.977 -3.754 0.816
H 2.138 -2.173 1.282
*
```

The value obtained for the LUMO energy (alpha / beta) is 0.37 / 0.37 eV. The HOMO energy (alpha / beta) comes out at -7.55 / -7.56 eV.

No. 3
Computed, not measured: a molecular structure, C38H32Br2ClN2O2PRb in a non-equilibrium geometry, with ωB97M-V/def2-TZVPD.

Structure (ORCA input):
```
! RIJCOSX wB97M-V def2-TZVPD def2/J DEFGRID3
* xyz -1 1
Rb -0.178 0.073 -0.129
C 3.256 0.093 2.024
C 2.658 1.276 1.317
C 1.791 2.157 1.960
C 1.202 3.212 1.272
C 1.461 3.394 -0.078
C 2.328 2.526 -0.730
C 2.920 1.482 -0.037
H 4.319 0.250 2.220
H 3.154 -0.802 1.406
H 2.762 -0.083 2.981
H 1.561 2.001 3.008
H 0.522 3.883 1.783
H 0.976 4.195 -0.621
H 2.511 2.636 -1.792
H 3.548 0.770 -0.560
O 3.258 -3.099 -0.495
C 2.295 -2.535 -1.015
O 1.732 -1.453 -0.649
C 1.658 -3.116 -2.303
P 0.187 -2.078 -2.660
C 0.921 -0.640 -3.546
C 0.079 0.148 -4.333
C 0.560 1.266 -4.997
C 1.900 1.614 -4.892
C 2.745 0.839 -4.112
C 2.260 -0.273 -3.437
C -0.541 -2.929 -4.126
C 0.216 -3.503 -5.149
C -0.397 -4.121 -6.226
C -1.784 -4.169 -6.304
C -2.548 -3.598 -5.300
C -1.928 -2.988 -4.217
H 1.358 -4.154 -2.151
H 2.401 -3.112 -3.105
H -0.971 -0.106 -4.417
H -0.118 1.866 -5.590
H 2.281 2.485 -5.411
H 3.793 1.103 -4.016
H 2.932 -0.840 -2.809
H 1.298 -3.455 -5.107
H 0.206 -4.563 -7.011
H -2.265 -4.648 -7.148
H -3.630 -3.626 -5.355
H -2.527 -2.543 -3.429
Br -5.284 1.696 5.206
C -3.837 1.205 4.093
C -2.927 2.154 3.679
C -1.914 1.728 2.832
N -1.761 0.476 2.429
C -2.649 -0.433 2.842
C -3.718 -0.108 3.672
C -2.452 -1.836 2.349
C -3.179 -2.904 2.880
C -2.952 -4.163 2.361
Br -3.910 -5.641 3.051
C -2.028 -4.349 1.350
C -1.348 -3.226 0.902
N -1.550 -2.008 1.385
H -3.022 3.195 3.953
H -1.205 2.445 2.436
H -4.456 -0.834 3.974
H -3.891 -2.774 3.679
H -1.832 -5.325 0.929
H -0.601 -3.307 0.119
Cl -4.435 4.895 2.344
C -3.867 3.756 1.130
C -2.737 4.038 0.371
C -2.298 3.152 -0.587
C -2.987 1.924 -0.892
C -2.592 1.073 -1.903
C -4.102 1.655 -0.018
C -4.537 2.548 0.929
H -2.198 4.966 0.535
H -1.424 3.412 -1.178
H -1.807 1.366 -2.591
H -3.149 0.168 -2.120
H -4.648 0.726 -0.151
H -5.404 2.312 1.538
*
```

The value obtained for the relative energy (zero: lowest compared OMol25 entry of this formula, charge and spin) is 12.0 kcal/mol. The value obtained for the LUMO energy is 1.89 eV. The HOMO energy comes out at -2.73 eV.

No. 4
Computed, not measured: a molecular structure, C38H32Br2MnN3O3PS2Se in a non-equilibrium geometry, with ωB97M-V/def2-TZVPD.

Structure (ORCA input):
```
! RIJCOSX wB97M-V def2-TZVPD def2/J DEFGRID3
* xyz 2 2
Mn -1.736 -0.381 0.647
Br -7.354 -1.583 4.022
C -5.778 -1.226 3.001
C -5.881 -0.848 1.569
C -4.759 -0.602 0.873
N -3.426 -0.733 1.628
C -3.363 -1.034 2.763
C -4.567 -1.317 3.580
C -1.966 -1.101 3.289
C -1.627 -1.457 4.687
C -0.333 -1.486 5.053
Br 0.143 -1.941 6.846
C 0.718 -1.163 4.055
C 0.358 -0.846 2.801
N -1.147 -0.842 2.487
H -6.856 -0.773 1.095
H -4.817 -0.324 -0.178
H -4.488 -1.592 4.622
H -2.396 -1.692 5.410
H 1.766 -1.184 4.343
H 1.117 -0.607 2.058
O -5.330 0.212 -1.847
S -4.171 0.807 -1.184
O -4.436 2.035 -0.439
O -3.277 -0.146 -0.534
C -3.191 1.422 -2.580
C -3.889 2.145 -3.563
C -3.219 2.633 -4.680
C -1.856 2.394 -4.818
C -1.164 1.670 -3.839
C -1.812 1.168 -2.692
P -0.904 0.217 -1.418
C 0.624 1.160 -1.113
C 1.802 0.509 -0.708
C 2.972 1.224 -0.436
C 2.980 2.612 -0.537
C 1.814 3.283 -0.892
C 0.645 2.564 -1.164
C -0.405 -1.237 -2.408
C -1.202 -2.389 -2.306
C -0.901 -3.544 -3.032
C 0.205 -3.566 -3.877
C 1.004 -2.432 -3.999
C 0.699 -1.276 -3.272
H -4.957 2.313 -3.438
H -3.762 3.189 -5.437
H -1.324 2.767 -5.689
H -0.100 1.504 -3.983
H 1.814 -0.573 -0.589
H 3.869 0.693 -0.131
H 3.885 3.171 -0.317
H 1.799 4.368 -0.943
H -0.262 3.119 -1.398
H -2.081 -2.384 -1.659
H -1.541 -4.417 -2.937
H 0.436 -4.462 -4.445
H 1.862 -2.440 -4.664
H 1.334 -0.404 -3.398
C 7.008 -0.077 1.126
C 5.510 -0.131 1.043
C 4.867 -1.175 0.369
C 3.466 -1.223 0.293
C 2.810 -2.363 -0.441
C 2.695 -0.207 0.902
Se 0.760 -0.286 0.789
C 3.346 0.851 1.585
C 2.605 1.975 2.262
C 4.748 0.874 1.645
H 7.478 -0.938 0.604
H 7.323 -0.098 2.191
H 7.374 0.860 0.657
H 5.459 -1.953 -0.097
H 3.558 -3.071 -0.858
H 2.204 -1.968 -1.283
H 2.153 -2.928 0.253
H 1.506 1.898 2.177
H 2.911 2.943 1.812
H 2.860 1.987 3.343
H 5.250 1.681 2.166
S -1.857 1.901 1.258
C -1.947 3.600 1.710
N -2.006 4.720 2.008
H -1.647 -2.048 0.200
*
```

The value obtained for the LUMO energy (alpha / beta) is -8.72 / -8.12 eV. The HOMO energy (alpha / beta) comes out at -13.55 / -13.53 eV.

In the order shown, the computed calculated total energy values come out to -2230.00594 -4078.88539 -7701.02123 -11694.09475 hartree.